Record 1
{
  "formula": "C4H2N2OS",
  "method": "ωB97M-V/def2-TZVPD",
  "species": ["C", "C", "C", "C", "N", "N", "O", "S", "H", "H"],
  "xyz": [[1.412, -0.315, -0.075], [-2.084, -0.566, 0.010], [0.540, -1.223, 0.029], [-0.782, 1.500, -0.107], [2.521, 0.227, 0.000], [-1.632, 0.710, 0.028], [-0.060, 2.398, -0.009], [-0.933, -1.901, -0.027], [-3.116, -0.807, -0.383], [2.509, 1.241, -0.339]],
  "orbital_gap_ev": [6.952, 7.405],
  "energy_ha": -736.418578,
  "homo_energy_ev": [-8.2, -8.3],
  "e_above_lowest_kj_mol": 238.17,
  "mol_weight_g_mol": 126.14
}

=====

Record 2
{
  "formula": "C4H2N2S",
  "method": "ωB97M-V/def2-TZVPD",
  "species": ["C", "C", "C", "C", "N", "N", "S", "H", "H"],
  "xyz": [[-0.961, 0.623, -0.295], [0.406, 0.409, -0.354], [-1.719, -0.452, -0.497], [2.097, 0.796, 1.504], [-0.749, -1.325, -0.906], [0.473, -0.850, -0.790], [1.797, 1.469, 0.056], [-2.705, -0.775, -0.370], [1.361, 0.106, 1.652]],
  "orbital_gap_ev": [6.078, 5.551],
  "energy_ha": -660.988087,
  "homo_energy_ev": [-9.1, -9.0],
  "e_above_lowest_kj_mol": 813.64,
  "mol_weight_g_mol": 110.14
}

=====

Record 3
{
  "formula": "C4H2O",
  "method": "ωB97M-V/def2-TZVPD",
  "species": ["C", "C", "C", "C", "O", "H", "H"],
  "xyz": [[-0.164, 0.622, -1.251], [-1.557, -0.399, -0.844], [0.582, 0.710, -0.149], [0.075, -0.327, 0.652], [-1.126, -0.849, 0.268], [1.516, 1.198, 0.036], [0.674, -0.956, 1.289]],
  "orbital_gap_ev": [7.542, 7.428],
  "energy_ha": -228.578686,
  "smiles": "c1ccoc#1",
  "homo_energy_ev": [-8.8, -9.0],
  "e_above_lowest_kj_mol": 474.42,
  "mol_weight_g_mol": 66.06
}

=====

Record 4
{
  "formula": "C4H2O",
  "method": "ωB97M-V/def2-TZVPD",
  "species": ["C", "C", "C", "C", "O", "H", "H"],
  "xyz": [[0.948, 0.805, 0.001], [-0.677, -0.993, 0.002], [0.575, -0.514, 0.003], [-0.237, 1.421, -0.001], [-1.487, 0.018, -0.002], [1.908, 1.267, 0.001], [-1.029, -2.005, -0.005]],
  "orbital_gap_ev": [7.177, 6.832],
  "energy_ha": -228.578314,
  "homo_energy_ev": [-9.0, -9.0],
  "e_above_lowest_kj_mol": 475.39,
  "mol_weight_g_mol": 66.06
}

=====

Record 5
{
  "formula": "C4H2O2",
  "method": "ωB97M-V/def2-TZVPD",
  "species": ["C", "C", "C", "C", "O", "O", "H", "H"],
  "xyz": [[-1.822, 0.423, 1.021], [-2.655, -0.294, 1.575], [1.485, -0.194, -0.484], [-0.609, 0.437, 0.053], [1.175, -0.579, -1.530], [0.566, 0.152, 0.542], [2.552, -0.185, -0.038], [-0.692, 0.241, -1.139]],
  "orbital_gap_ev": [8.013, 8.014],
  "energy_ha": -303.866555,
  "homo_energy_ev": [-9.8, -9.8],
  "e_above_lowest_kj_mol": 376.12,
  "mol_weight_g_mol": 82.06
}

=====

Record 6
{
  "formula": "C4H2O2",
  "method": "ωB97M-V/def2-TZVPD",
  "species": ["O", "C", "C", "O", "C", "C", "H", "H"],
  "xyz": [[-0.859, -1.278, 0.047], [-1.626, -0.353, 0.175], [-0.028, 1.082, 0.021], [-0.196, 2.209, 0.083], [0.686, 0.001, -0.079], [1.895, -0.100, -0.248], [-2.598, -0.802, 0.358], [2.726, -0.757, -0.357]],
  "orbital_gap_ev": 7.748,
  "energy_ha": -303.850083,
  "homo_energy_ev": -8.2,
  "e_above_lowest_kj_mol": 419.37,
  "mol_weight_g_mol": 82.06
}

=====

Record 7
{
  "formula": "C4H2O2",
  "method": "ωB97M-V/def2-TZVPD",
  "species": ["C", "C", "C", "C", "O", "O", "H", "H"],
  "xyz": [[-0.085, -0.467, 0.124], [1.102, -0.046, -0.015], [2.394, 0.020, 0.094], [-1.364, -0.419, -0.101], [3.539, 0.246, -0.068], [-2.200, 0.638, 0.089], [-1.932, -1.283, -0.514], [-1.455, 1.311, 0.392]],
  "orbital_gap_ev": 7.157,
  "energy_ha": -303.958867,
  "smiles": "O=C=C=C=CO",
  "homo_energy_ev": -8.1,
  "e_above_lowest_kj_mol": 133.75,
  "mol_weight_g_mol": 82.06
}

=====

Record 8
{
  "formula": "C4H2O2",
  "method": "ωB97M-V/def2-TZVPD",
  "species": ["O", "C", "C", "C", "C", "O", "H", "H"],
  "xyz": [[1.326, 1.705, 1.895], [0.532, 1.681, 0.982], [0.033, 0.476, 0.343], [-0.126, -0.363, -0.517], [-0.454, -1.564, -1.234], [-1.429, -1.922, -0.604], [0.159, 2.606, 0.505], [0.024, -2.310, -1.937]],
  "orbital_gap_ev": 9.811,
  "energy_ha": -303.962022,
  "smiles": "O=CC#CC=O",
  "homo_energy_ev": -10.3,
  "e_above_lowest_kj_mol": 125.47,
  "mol_weight_g_mol": 82.06
}

=====

Record 9
{
  "formula": "C4H2O2",
  "method": "ωB97M-V/def2-TZVPD",
  "species": ["C", "C", "C", "C", "O", "O", "H", "H"],
  "xyz": [[1.644, -2.178, -1.062], [0.798, -1.233, -0.870], [0.531, -0.560, -2.265], [0.008, -0.117, -0.229], [0.632, -0.799, -3.391], [-0.058, 0.608, -1.505], [-1.003, -0.642, -0.059], [0.618, 0.288, 0.636]],
  "orbital_gap_ev": [9.294, 7.710],
  "s2": 2.038,
  "energy_ha": -303.818410,
  "homo_energy_ev": [-8.8, -10.9],
  "multiplicity": 3,
  "e_above_lowest_kj_mol": 304.15,
  "mol_weight_g_mol": 82.06
}

=====

Record 10
{
  "formula": "C4H2O3",
  "method": "ωB97M-V/def2-TZVPD",
  "species": ["C", "C", "C", "C", "O", "O", "O", "H", "H"],
  "xyz": [[-0.532, 1.184, 0.052], [-0.139, 0.991, -1.145], [-0.024, -1.491, 2.619], [0.320, 0.459, -2.264], [-0.931, 1.402, 1.110], [0.899, -1.783, 3.270], [-0.898, -1.183, 1.934], [1.404, 0.128, -2.403], [-0.098, 0.294, -3.173]],
  "orbital_gap_ev": 8.208,
  "energy_ha": -379.275222,
  "smiles": "C=C=C=O.O=C=O",
  "homo_energy_ev": -8.9,
  "e_above_lowest_kj_mol": 171.63,
  "mol_weight_g_mol": 98.06
}